This record from the Open Molecules 2025 dataset describes a single C3H10BFO4SSi molecule in a non-equilibrium geometry. The level of theory is wB97M-V/def2-TZVPD.

charge: 0
gap between HOMO and LUMO: 9.73 eV
calculated total energy: -33569.6256 eV
LUMO level: -0.010 Eh
SMILES: CB(O)[Si@@H](CCO)S(=O)(=O)F
largest force on an atom: 0.0886 hartree/bohr

Each line ends with the natural charge from an NBO analysis.
Atoms and positions in Å:
C  -0.6423  2.0647  1.1424  -1.028
B  -1.2535  1.4456  -0.1937  0.685
O  -2.2511  2.1186  -0.9344  -0.918
Si  -0.5957  -0.3047  -0.8925  0.747
C  1.2940  -0.3704  -1.0666  -0.863
C  2.0775  -0.8667  0.1938  -0.067
O  2.5744  0.2637  0.9245  -0.734
S  -1.4409  -2.0077  0.1952  1.961
O  -2.1061  -1.5253  1.4277  -0.894
O  -0.4839  -3.1015  0.4209  -0.893
F  -2.6285  -2.6303  -0.7648  -0.498
H  -1.2750  2.8885  1.5146  0.242
H  -0.5232  1.2822  1.9133  0.258
H  0.3474  2.5004  0.8737  0.261
H  -3.0894  1.6541  -0.9124  0.511
H  -1.1503  -0.4034  -2.2644  -0.129
H  1.5435  -0.9492  -1.9770  0.253
H  1.6391  0.6668  -1.2644  0.265
H  2.9516  -1.4464  -0.1640  0.176
H  1.4884  -1.4861  0.8867  0.192
H  3.5241  0.2074  0.9413  0.475



This record from the Open Molecules 2025 dataset describes C48H54Cl5IrO3SSe as an isolated structure in a non-equilibrium geometry. The level of theory is wB97M-V/def2-TZVPD.

charge: 0
gap between HOMO and LUMO (alpha / beta): 6.04 / 5.38 eV
<S²>: 6.02
calculated total energy: -198420.9644 eV
LUMO level (alpha / beta): 0.000 / -0.078 Eh
largest force on an atom: 0.1114 hartree/bohr
2S+1: 5

Each line ends with the Mulliken spin population.
Atoms and positions in Å:
Ir  1.1369  -0.7487  -0.8907  2.805
C  -1.2228  6.4908  -1.7430  0.001
C  -0.5289  5.7942  -2.9374  0.002
C  0.3610  6.8409  -3.6771  0.000
C  -1.5630  5.3143  -3.9336  0.001
C  0.2227  4.5821  -2.4072  0.023
C  -0.4615  3.4414  -1.9817  -0.021
C  0.2366  2.2744  -1.6056  0.060
Se  -0.6430  0.7576  -0.9334  0.079
C  -0.8242  0.8117  0.9845  0.022
C  -2.0910  0.9438  1.5632  -0.030
C  -2.3966  0.4944  2.8408  0.021
C  -1.3292  0.0323  3.6407  0.002
C  -0.0252  0.0003  3.1423  0.036
C  0.2166  0.2067  1.7389  -0.026
O  1.3119  -0.1432  1.1846  0.258
C  1.1110  -0.4564  4.0501  0.000
C  0.7909  -0.3962  5.5242  0.002
C  1.4426  -1.9284  3.6852  0.008
C  2.2868  0.5372  3.8543  0.006
C  -3.8288  0.6299  3.3212  -0.003
C  -4.0490  -0.2255  4.6346  0.000
C  -4.8128  0.1841  2.1673  -0.002
C  -4.2301  2.0744  3.7135  0.002
C  1.6228  2.1111  -1.6746  0.051
O  2.2028  0.9432  -1.5361  0.310
C  2.3408  3.3566  -1.9238  0.034
C  1.6258  4.5176  -2.3229  -0.009
C  3.8370  3.4630  -1.7314  0.007
C  4.4375  4.8809  -1.9634  0.002
C  4.5016  2.5320  -2.7372  0.005
C  4.0779  3.0144  -0.3205  0.010
H  -1.8186  7.3276  -2.1127  0.000
H  -0.5044  6.7942  -0.9708  0.000
H  -1.9107  5.7887  -1.2064  0.000
H  -0.2720  7.6826  -4.0296  0.000
H  0.8216  6.3233  -4.5587  0.000
H  1.1455  7.2863  -3.0339  0.000
H  -2.1696  6.1419  -4.3775  0.000
H  -2.3510  4.7143  -3.4284  0.000
H  -1.1680  4.7780  -4.7951  0.000
H  -1.5337  3.4607  -1.8901  -0.004
H  -2.8833  1.3875  0.9870  0.000
H  -1.5266  -0.3830  4.6276  -0.001
H  0.1582  -1.2321  5.8560  0.000
H  0.3048  0.6028  5.8135  0.000
H  1.7022  -0.4368  6.1627  0.000
H  0.5433  -2.5322  3.8239  0.000
H  2.2541  -2.3289  4.3216  0.000
H  1.7034  -1.9715  2.6286  0.001
H  2.0457  1.5767  4.2133  0.000
H  2.5978  0.6525  2.8011  -0.005
H  3.1253  0.2240  4.4852  0.000
H  -3.8972  -1.3332  4.5219  0.000
H  -5.0770  -0.0829  4.9390  0.000
H  -3.3409  0.0641  5.4745  0.000
H  -4.4683  -0.7253  1.6428  0.004
H  -5.0056  1.0066  1.4499  0.000
H  -5.8355  0.0352  2.6169  0.000
H  -3.6813  2.4550  4.5838  0.000
H  -5.3161  2.0512  3.9652  0.000
H  -4.1358  2.7949  2.8587  0.000
H  2.1866  5.3943  -2.6373  -0.001
H  4.2121  5.2462  -2.9546  0.000
H  5.5219  4.9452  -1.7635  0.000
H  3.9602  5.5787  -1.2252  0.000
H  4.4959  2.9747  -3.7516  -0.001
H  3.9710  1.5494  -2.7468  -0.005
H  5.5728  2.3165  -2.5266  0.000
H  3.5799  3.7119  0.4001  0.000
H  5.1540  3.0321  -0.1409  0.000
H  3.6546  2.0323  -0.1418  -0.015
Cl  4.0515  -0.4753  0.3612  0.015
C  3.7682  -2.0012  -0.4535  0.044
C  2.4997  -2.3837  -0.9025  0.195
C  2.3716  -3.7907  -1.1830  -0.032
Cl  1.0460  -4.4283  -1.9566  0.009
C  3.3428  -4.7142  -0.7688  0.001
Cl  3.0331  -6.3943  -0.5120  0.002
C  4.6773  -4.3186  -0.5786  0.010
Cl  5.9109  -5.4972  -0.5460  0.002
C  4.8799  -2.9051  -0.4603  0.005
Cl  6.5234  -2.4288  -0.2520  0.002
O  -0.1123  -2.2169  -0.4946  -0.062
S  -1.7574  -2.1020  -0.6660  0.152
C  -2.3856  -2.1238  -2.4926  0.017
C  -1.8362  -3.0478  -3.5242  -0.022
C  -0.6010  -2.8017  -4.1224  0.011
C  -0.1753  -3.6234  -5.1339  0.013
C  -0.9383  -4.6998  -5.5477  0.000
C  -2.1176  -5.0467  -4.8950  0.001
C  -2.5686  -4.1829  -3.9130  -0.001
C  -2.1921  -3.9423  -0.3540  0.019
C  -1.9733  -4.4047  1.0630  -0.003
C  -1.4392  -5.7017  1.1994  0.000
C  -1.2137  -6.2250  2.4696  0.001
C  -1.4200  -5.4273  3.6064  0.000
C  -1.9532  -4.1624  3.4713  0.003
C  -2.2405  -3.6302  2.2212  -0.005
H  -2.2581  -1.0792  -2.8001  -0.004
H  -3.4580  -2.2812  -2.3144  0.007
H  0.0009  -1.9609  -3.7881  -0.010
H  0.7413  -3.3830  -5.6361  0.000
H  -0.5962  -5.2878  -6.4031  0.000
H  -2.6375  -5.9652  -5.1132  0.000
H  -3.5291  -4.4553  -3.4253  -0.001
H  -1.4421  -4.4279  -0.9321  0.001
H  -3.1954  -4.1665  -0.7085  0.000
H  -1.2329  -6.2740  0.2703  0.000
H  -0.9466  -7.2689  2.6076  0.000
H  -1.2708  -5.8161  4.5970  0.000
H  -2.1457  -3.5479  4.3340  0.000
H  -2.7824  -2.6448  2.0696  0.001



This record from the Open Molecules 2025 dataset describes a 2-piece molecular cluster, C5H6N2 overall in a non-equilibrium geometry. The level of theory is wB97M-V/def2-TZVPD.

charge: 0
gap between HOMO and LUMO (alpha / beta): 8.12 / 6.63 eV
calculated total energy: -8257.0204 eV
LUMO level (alpha / beta): -0.075 / -0.092 Eh
largest force on an atom: 0.0574 hartree/bohr

Each line ends with the natural charge from an NBO analysis.
Atoms and positions in Å:
C  -2.3571  -0.0053  -0.1630  0.120
C  0.4813  -0.7744  0.7857  -0.030
C  -0.1105  -1.2330  -0.3457  -0.051
C  0.7506  0.6501  0.5561  -0.499
C  0.5318  0.7531  -0.9269  -0.290
N  -2.7325  0.2181  0.9008  -0.557
N  -0.2674  -0.3547  -1.3392  -0.158
H  0.7349  -1.4449  1.5966  0.231
H  -0.4885  -2.2351  -0.4921  0.223
H  0.0032  1.1597  1.2644  0.285
H  1.8247  0.9700  0.7846  0.247
H  0.1535  1.7449  -1.2684  0.240
H  1.4760  0.5514  -1.3530  0.237